No. 1
ORCA calculation (ωB97M-V/def2-TZVPD) on a 14-piece molecular cluster, C42H112O14 overall.

Element x y z (Å)
C  -24.19113  19.10609  17.99347
C  -22.80199  19.01014  18.51403
C  -22.83073  18.61263  19.94855
O  -22.12893  18.07311  17.68852
H  -24.39977  19.57314  17.03096
H  -24.75676  19.66260  18.74078
H  -24.70053  18.14337  18.03590
H  -22.39755  20.01688  18.40916
H  -23.53343  19.24541  20.49069
H  -21.88053  18.89927  20.39914
H  -23.18777  17.58908  20.06239
H  -21.24513  18.33295  17.41836
C  -25.36784  25.16139  15.99725
C  -24.30304  25.59144  14.97711
C  -23.31792  24.54570  14.53003
O  -25.03102  26.04038  13.85164
H  -25.87292  24.31131  15.53861
H  -26.08733  25.95619  16.19403
H  -24.91026  24.91142  16.95446
H  -23.84128  26.48436  15.39851
H  -22.86326  24.76483  13.56392
H  -23.83648  23.60483  14.34581
H  -22.46241  24.46886  15.20108
H  -25.36672  25.23105  13.45935
C  -31.52989  27.08809  24.55256
C  -31.09770  26.19388  23.35612
C  -29.55827  26.36507  23.11774
O  -31.56564  24.90613  23.47570
H  -31.44457  28.17091  24.46132
H  -30.90951  26.81183  25.40515
H  -32.53540  26.71745  24.75175
H  -31.61835  26.70974  22.54933
H  -28.89673  25.78244  23.75884
H  -29.23148  27.40453  23.08904
H  -29.28970  25.92395  22.15785
H  -31.36674  24.55944  22.60286
C  -27.27877  23.76619  20.43782
C  -26.79201  22.37284  20.01855
C  -26.59298  22.44401  18.48690
O  -25.68886  22.16802  20.74746
H  -26.52035  24.54900  20.42748
H  -27.54144  23.76792  21.49570
H  -28.16623  23.97127  19.83911
H  -27.48579  21.56531  20.25235
H  -25.79096  21.84161  18.06031
H  -26.39704  23.41730  18.03700
H  -27.49257  22.08866  17.98436
H  -25.22835  23.00946  20.78603
C  -28.72650  26.58061  15.71533
C  -28.99980  25.78388  16.98114
C  -29.78804  26.63603  17.90032
O  -29.54682  24.55109  16.63971
H  -28.39450  27.61230  15.83145
H  -29.66329  26.76770  15.19041
H  -27.96926  26.12419  15.07786
H  -28.03926  25.54941  17.43993
H  -30.74169  26.86671  17.42553
H  -29.36329  27.63903  17.85918
H  -29.89850  26.33126  18.94100
H  -29.27205  24.32108  15.74908
C  -31.53807  22.21577  21.54720
C  -30.88509  22.77795  20.27905
C  -31.68584  22.68586  19.02091
O  -30.77389  24.18578  20.47550
H  -32.45373  22.74125  21.81840
H  -30.85461  22.37883  22.38049
H  -31.60148  21.12771  21.56206
H  -29.90417  22.31645  20.16545
H  -31.96542  21.63291  18.98582
H  -30.93302  22.93385  18.27266
H  -32.55644  23.28741  18.75957
H  -30.65794  24.52041  19.58322
C  -24.54555  20.85651  14.37595
C  -24.71351  19.50544  13.62540
C  -24.18726  19.57291  12.16698
O  -23.93899  18.62484  14.34941
H  -25.17717  21.63420  13.94658
H  -23.53233  21.24871  14.28828
H  -24.80604  20.84040  15.43424
H  -25.77506  19.26541  13.68544
H  -24.42468  18.74922  11.49371
H  -23.09729  19.57902  12.16175
H  -24.58310  20.47548  11.70139
H  -23.10999  18.49441  13.88322
C  -24.20770  19.99372  22.74116
C  -24.06365  18.63871  23.52573
C  -22.83013  18.71759  24.56477
O  -25.23774  18.45018  24.31320
H  -24.76532  20.73224  23.31715
H  -24.95796  19.79539  21.97574
H  -23.29759  20.39145  22.29211
H  -23.90908  17.85877  22.78014
H  -21.89967  18.58612  24.01248
H  -22.84616  17.89708  25.28213
H  -22.91583  19.67020  25.08754
H  -24.92420  18.35880  25.21594
C  -25.46618  26.04165  24.30805
C  -24.08091  25.36243  24.00914
C  -24.18833  23.81996  23.66844
O  -23.31153  26.01390  23.02777
H  -25.23978  27.10499  24.38646
H  -26.05021  25.72655  25.17276
H  -26.07369  25.77734  23.44249
H  -23.45565  25.45614  24.89704
H  -25.20427  23.51598  23.92053
H  -23.54656  23.30704  24.38479
H  -23.83328  23.55798  22.67175
H  -22.46290  25.68519  23.33335
C  -28.28380  18.61978  18.44405
C  -29.75686  18.77202  18.94095
C  -30.75823  18.87269  17.83060
O  -30.23236  17.57042  19.63973
H  -27.93922  19.38684  17.75054
H  -28.03369  17.68819  17.93642
H  -27.56791  18.66037  19.26501
H  -29.71518  19.68972  19.52761
H  -31.75443  18.57352  18.15646
H  -30.58051  18.18862  17.00080
H  -30.76446  19.88764  17.43317
H  -29.49438  17.32491  20.20250
C  -30.07463  20.70924  13.52828
C  -28.93228  21.63795  13.93467
C  -28.16856  21.23828  15.18521
O  -28.04020  21.82503  12.90833
H  -29.87107  19.75480  14.01378
H  -29.97324  20.49199  12.46498
H  -31.03193  21.07615  13.89850
H  -29.34710  22.64059  14.03831
H  -28.86363  21.14864  16.02004
H  -27.31089  21.90538  15.27173
H  -27.60629  20.30811  15.10316
H  -28.61561  21.53263  12.19770
C  -21.79864  23.07837  20.35776
C  -22.39775  24.29097  19.75008
C  -22.55631  24.21548  18.23546
O  -23.67030  24.48269  20.34953
H  -21.67395  23.10334  21.44031
H  -20.90803  22.69603  19.85905
H  -22.44710  22.21302  20.22078
H  -21.81111  25.18498  19.96154
H  -23.25127  23.39905  18.03907
H  -21.66791  24.19078  17.60440
H  -22.96641  25.14245  17.83465
H  -23.30371  24.83681  21.16305
C  -24.83369  27.77479  20.22393
C  -23.91068  28.86064  20.86711
C  -24.74830  29.59746  21.94154
O  -22.81597  28.07235  21.28072
H  -24.22277  27.13058  19.59157
H  -25.51749  28.34296  19.59330
H  -25.35420  27.24002  21.01841
H  -23.60071  29.53992  20.07300
H  -24.09520  30.27767  22.48825
H  -25.16226  28.91390  22.68280
H  -25.56567  30.26785  21.67589
H  -23.10571  27.62846  22.08110
C  -28.22161  19.63925  25.15484
C  -28.54462  19.08259  23.74529
C  -28.00224  20.02293  22.60273
O  -27.88948  17.85618  23.79175
H  -28.93779  20.40594  25.45042
H  -27.23569  20.09251  25.05195
H  -28.32551  18.83137  25.87916
H  -29.61998  18.91416  23.68760
H  -26.91348  19.99745  22.55742
H  -28.30818  21.06909  22.60779
H  -28.29644  19.57517  21.65348
H  -26.93408  17.94167  23.83044

As for the frontier orbital gap (spin up / spin down): 0.3553 / 0.1074 Ha. Its spin multiplicity is 2. As for the charge: +1. As for the molecular weight: 841.3 Da. The value obtained for the relative energy (zero: lowest compared OMol25 entry of this formula, charge and spin) is 104.80 kcal/mol. The largest force on an atom is 4.06 eV/A.



No. 2
ORCA calculation (ωB97M-V/def2-TZVPD) on a 10-piece molecular cluster, C42H113N9O12 overall.

Element x y z (Å)
C  -0.44453  -0.47188  0.09172
C  -0.88332  -1.33635  -1.05351
O  -2.04301  -2.02851  -0.59206
H  -1.06260  0.36900  0.40637
H  0.52227  -0.03798  -0.16348
H  -0.33745  -1.04398  1.01331
H  -0.09207  -2.04464  -1.29918
H  -1.10883  -0.75533  -1.94775
H  -2.73765  -1.40442  -0.36940
C  2.50156  -4.73506  -2.22043
O  2.89163  -4.59964  -0.85384
C  2.22327  -3.53011  -0.25736
C  2.91308  -3.16797  1.10246
N  4.20462  -2.54901  0.89997
C  4.76782  -1.98638  2.16813
C  5.21354  -3.00386  3.22410
O  5.75599  -2.34384  4.38145
C  6.11422  -3.27416  5.36729
H  3.14783  -5.43993  -2.74350
H  2.57196  -3.84559  -2.84653
H  1.49298  -5.13067  -2.34025
H  1.16110  -3.73513  -0.12367
H  2.20112  -2.64003  -0.88615
H  2.97685  -4.05210  1.73675
H  2.23360  -2.56134  1.70112
H  4.84542  -3.30146  0.69188
H  4.09612  -1.23379  2.58107
H  5.67406  -1.45299  1.88121
H  6.00566  -3.64820  2.84271
H  4.35515  -3.63243  3.46109
H  6.74057  -4.08532  4.99606
H  5.25757  -3.75761  5.83688
H  6.65978  -2.82853  6.19908
C  -2.63257  2.89100  -0.01812
O  -2.95399  4.03234  -0.84232
C  -1.92214  5.01314  -0.93617
C  -1.40611  5.65970  0.36969
N  -2.45720  6.32428  1.07792
C  -1.97203  6.88367  2.34027
C  -3.11595  7.51965  3.20184
O  -3.16246  8.93363  3.19462
C  -2.17831  9.66833  4.02610
H  -3.49195  2.35707  0.38746
H  -2.12935  3.23929  0.88386
H  -2.04222  2.17706  -0.59247
H  -2.31382  5.74680  -1.64074
H  -1.10944  4.56189  -1.50538
H  -0.69472  6.43442  0.08363
H  -0.91377  4.90253  0.97993
H  -3.15144  5.63262  1.32233
H  -1.21412  7.64601  2.15993
H  -1.56825  5.99787  2.83061
H  -3.07683  7.23486  4.25325
H  -4.05261  7.08692  2.85041
H  -2.28782  9.42290  5.08245
H  -2.35425  10.73434  3.88204
H  -1.12207  9.50717  3.81051
C  2.18862  -3.10073  6.50146
C  1.94474  -1.96942  5.50534
C  0.59385  -2.21248  4.78675
O  0.68757  -3.14926  3.66135
C  -0.55951  -3.30277  2.94410
N  1.92759  -0.75381  6.27322
H  2.25004  -4.07185  6.01028
H  1.35220  -3.21253  7.19139
H  2.99466  -2.88194  7.20184
H  2.75741  -1.92907  4.78005
H  0.28826  -1.26204  4.34930
H  -0.12442  -2.58127  5.51899
H  -1.03265  -4.23478  3.25327
H  -0.28103  -3.41286  1.89604
H  -1.15087  -2.39088  3.02690
H  1.28327  -0.87994  7.04071
H  1.68348  0.08952  5.77392
C  -3.42942  -4.38991  1.26165
C  -3.47485  -5.02319  -0.15893
C  -4.63575  -4.45639  -1.07156
O  -5.82492  -5.06452  -0.66335
C  -6.87427  -4.46739  -1.33747
N  -2.13712  -4.83420  -0.70943
H  -2.69701  -4.91598  1.87397
H  -4.36239  -4.49416  1.81554
H  -3.18272  -3.32899  1.22059
H  -3.54342  -6.08593  0.07341
H  -4.37694  -4.72778  -2.09502
H  -4.58705  -3.37328  -0.95929
H  -6.87272  -3.40449  -1.09595
H  -7.76234  -5.02497  -1.03990
H  -6.75353  -4.52529  -2.41922
H  -2.04282  -5.00096  -1.70109
H  -1.94716  -3.84965  -0.58833
C  1.61464  4.73155  -2.75900
C  2.40563  3.70849  -1.84059
C  3.13689  4.42695  -0.77262
O  4.24849  5.28346  -1.22270
C  5.45664  4.52442  -1.43058
N  1.57086  2.59777  -1.31006
H  1.00033  4.13935  -3.43725
H  2.29947  5.37830  -3.30746
H  0.90668  5.35747  -2.21575
H  3.07756  3.19880  -2.53112
H  3.53117  3.75013  -0.01462
H  2.47064  5.10290  -0.23662
H  5.77950  4.14197  -0.46229
H  6.23133  5.22124  -1.75058
H  5.28041  3.72527  -2.15059
H  2.26218  1.90590  -1.05809
H  1.10758  2.13817  -2.08093
C  2.24333  1.35133  2.04122
C  2.33024  2.59410  2.99644
C  1.13052  3.52464  2.82779
O  1.13300  4.74467  3.65164
C  2.13697  5.66500  3.37135
N  2.48698  2.20440  4.41299
H  3.01437  0.59672  2.19666
H  2.33960  1.59267  0.98264
H  1.32869  0.76246  2.11012
H  3.21482  3.20988  2.83392
H  0.20976  3.01608  3.11356
H  0.90180  3.76505  1.78952
H  2.36473  5.79761  2.31370
H  3.04501  5.34627  3.88319
H  1.96524  6.62715  3.85394
H  3.41514  1.86482  4.62107
H  2.41381  3.07240  4.92417
C  -3.52646  0.82690  -2.89670
C  -4.59233  -0.12113  -2.35432
C  -4.99380  0.07918  -0.89637
O  -3.86568  -0.37376  -0.15194
C  -3.99065  -0.33419  1.27316
N  -5.75404  0.04911  -3.20722
H  -2.52366  0.59932  -2.53518
H  -3.71747  1.79767  -2.43929
H  -3.37400  0.95419  -3.96846
H  -4.27520  -1.16358  -2.38271
H  -5.93073  -0.42167  -0.65261
H  -5.09145  1.14397  -0.68475
H  -3.10754  -0.74224  1.76480
H  -4.74585  -1.08202  1.51511
H  -4.27714  0.62865  1.69619
H  -6.52990  -0.55839  -2.98571
H  -6.12933  0.98679  -3.20409
C  3.47483  -0.62613  -4.95147
C  2.54369  0.00169  -3.92182
C  1.38139  0.73193  -4.61008
O  0.51448  1.44852  -3.74547
C  -0.55790  2.06119  -4.43446
N  1.96839  -1.02187  -3.12221
H  3.88678  0.16364  -5.57968
H  2.90763  -1.31842  -5.57366
H  4.33800  -1.08428  -4.46864
H  3.08169  0.77465  -3.37302
H  0.82229  0.02158  -5.21909
H  1.81874  1.42741  -5.32641
H  -1.15861  1.46332  -5.11988
H  -0.21098  2.93145  -4.99160
H  -1.24363  2.43745  -3.67532
H  1.73897  -1.81103  -3.70931
H  1.05845  -0.63893  -2.90894
C  -1.30987  -2.57712  -4.35911
C  -0.19063  -3.59073  -4.13790
C  -0.70613  -5.03864  -4.64277
O  -1.81650  -5.44020  -3.86388
C  -2.07901  -6.86581  -3.89675
N  1.01211  -3.12374  -4.81117
H  -2.15390  -2.82129  -3.71405
H  -1.73614  -2.55795  -5.36212
H  -1.03119  -1.54359  -4.15360
H  -0.01354  -3.59924  -3.06241
H  0.14807  -5.70811  -4.54155
H  -0.98967  -5.05332  -5.69515
H  -1.15019  -7.35916  -3.61040
H  -2.32028  -7.22416  -4.89748
H  -2.90185  -7.12625  -3.23100
H  1.63251  -3.90593  -4.96406
H  0.81933  -2.85819  -5.76638

As for the frontier orbital gap: 0.3296 Ha. Its spin multiplicity is 1. As for the charge: 0. As for the molecular weight: 936.4 Da. The value obtained for the relative energy (zero: lowest compared OMol25 entry of this formula, charge and spin) is 17.47 kcal/mol. The largest force on an atom is 3.35 eV/A. As for the SMILES: COC[C@H](C)N.COC[C@H](C)N.COC[C@H](C)N.COC[C@H](C)N.COC[C@H](C)N.COC[C@H](C)N.COC[C@H](C)N.COCCNCCOC.COCCNCCOC.CCO.